Entry 1:
Entry from the OMol25 dataset: a 2-piece molecular cluster, C4H8O4 overall (wB97M-V/def2-TZVPD).

XYZ file:
```
16
Properties=species:S:1:pos:R:3
C 1.71 -2.55 -0.93
C 0.82 -1.37 -0.62
O -0.37 -1.33 -0.72
O 1.60 -0.35 -0.23
O 0.90 0.88 -0.17
H 1.25 -3.45 -0.53
H 1.79 -2.65 -2.01
H 2.70 -2.40 -0.50
H 1.23 1.49 0.58
C -2.02 1.22 1.01
C -1.23 2.33 0.41
O -0.29 2.87 0.95
H -3.08 1.36 0.80
H -1.71 0.29 0.53
H -1.86 1.16 2.08
H -1.44 2.50 -0.66
```

Values from the calculation:
relative energy (zero: lowest compared OMol25 entry of this formula, charge and spin): 102.8 kcal/mol
structure (SMILES): CC(=O)OO.CC=O
electronic energy: -458.06935 Eh
lowest unoccupied orbital energy: 0.838 eV
E_HOMO: -9.937 eV



Entry 2:
Entry from the OMol25 dataset: one molecule with the formula C22H28Br2N2O4 (wB97M-V/def2-TZVPD).

XYZ file:
```
58
Properties=species:S:1:pos:R:3
C -0.10 -0.96 1.94
C 0.47 0.00 1.50
C 1.58 0.98 1.17
C 2.95 0.64 1.83
Br 4.58 0.31 0.82
C 3.09 0.58 3.16
C 4.43 0.28 3.86
Br 1.62 0.90 4.39
O 1.34 2.34 1.62
C 2.39 3.01 0.95
O 3.14 3.82 1.36
O 2.32 2.51 -0.35
C 1.52 1.29 -0.36
C 0.14 1.56 -1.04
C -0.56 2.92 -0.68
C -1.94 2.60 -0.02
N -2.84 1.92 -0.97
C -4.13 1.59 -0.36
C -4.21 0.14 0.17
C -3.17 -0.79 0.07
C -3.27 -2.10 0.59
C -4.45 -2.51 1.24
C -5.53 -1.60 1.34
C -5.40 -0.30 0.81
O -6.52 0.54 0.93
N 2.28 0.45 -1.29
C 1.61 -0.81 -1.64
C 2.61 -2.04 -1.67
C 3.01 -2.47 -3.12
C 3.23 -4.01 -3.26
H -0.56 -1.90 2.23
H 4.35 0.66 4.91
H 4.60 -0.81 3.96
H 5.28 0.82 3.41
H 0.33 1.59 -2.14
H -0.59 0.74 -0.90
H 0.06 3.60 -0.07
H -0.78 3.46 -1.63
H -2.39 3.58 0.27
H -1.76 1.95 0.87
H -3.05 2.62 -1.68
H -4.35 2.29 0.49
H -4.98 1.73 -1.07
H -2.23 -0.49 -0.42
H -2.43 -2.81 0.49
H -4.49 -3.53 1.65
H -6.46 -1.90 1.85
H -6.93 0.52 0.06
H 2.49 0.95 -2.14
H 1.17 -0.75 -2.66
H 0.79 -1.11 -0.95
H 2.11 -2.90 -1.18
H 3.50 -1.79 -1.07
H 3.96 -1.96 -3.37
H 2.23 -2.17 -3.86
H 3.71 -4.17 -4.25
H 3.94 -4.40 -2.50
H 2.28 -4.57 -3.26
```

Values from the calculation:
structure (SMILES): C#C[C@]1(/C(Br)=C(/C)Br)OC(=O)O[C@@]1(CCCNCc1ccccc1O)NCCCC
electronic energy: -6413.45528 Eh
lowest unoccupied orbital energy: 0.409 eV
E_HOMO: -8.813 eV



Entry 3:
Entry from the OMol25 dataset: a 7-piece molecular cluster, H15NO6 overall (wB97M-V/def2-TZVPD).

XYZ file:
```
22
Properties=species:S:1:pos:R:3
N 2.22 -2.82 0.30
H 2.82 -2.35 -0.38
H 2.69 -2.52 1.14
H 2.34 -3.79 0.03
O -0.16 -1.68 -1.74
H 0.44 -2.42 -1.99
H -0.16 -1.72 -0.78
O -0.75 3.07 -2.03
H -1.45 2.52 -2.36
H -0.42 2.62 -1.23
O -0.40 3.03 4.09
H -1.14 3.62 4.16
H -0.85 2.16 4.26
O -0.91 -0.58 2.36
H -0.82 -1.32 2.91
H -0.23 -0.65 1.71
O 0.59 2.97 0.96
H 0.39 3.07 1.92
H 1.26 3.65 0.90
O -1.92 -2.00 -4.98
H -2.45 -2.75 -4.67
H -1.09 -2.12 -4.58
```

Values from the calculation:
relative energy (zero: lowest compared OMol25 entry of this formula, charge and spin): 35.6 kcal/mol
structure (SMILES): N.O.O.O.O.O.O
electronic energy: -515.16278 Eh
lowest unoccupied orbital energy: 0.299 eV
E_HOMO: -10.676 eV



Entry 4:
Entry from the OMol25 dataset: a 13-piece molecular cluster, H26O13 overall (wB97M-V/def2-TZVPD).

XYZ file:
```
39
Properties=species:S:1:pos:R:3
O 2.52 -1.40 0.83
H 2.63 -0.44 0.74
H 3.28 -1.74 1.33
O -1.21 1.85 -2.17
H -0.69 1.48 -2.85
H -2.06 1.48 -2.39
O 1.07 -3.44 1.61
H 1.11 -3.16 2.50
H 1.49 -2.72 1.13
O 0.59 0.19 -3.78
H 0.30 -0.34 -4.49
H 0.59 -0.46 -3.09
O 0.72 2.44 2.40
H 1.19 1.89 1.73
H 1.30 3.20 2.48
O -2.46 -0.29 2.30
H -3.15 -0.80 2.72
H -1.99 -1.09 2.06
O 0.47 3.33 -0.73
H -0.08 3.98 -0.26
H -0.14 2.92 -1.35
O 0.84 -1.91 -1.75
H 0.72 -2.33 -2.60
H 1.58 -2.33 -1.39
O -2.31 -1.86 -1.39
H -2.71 -2.36 -2.09
H -1.56 -2.37 -1.19
O -3.42 1.21 0.29
H -3.07 2.08 0.53
H -3.01 0.63 0.94
O -0.35 -0.11 0.21
H 0.08 -0.82 -0.17
H -0.91 0.25 -0.48
O 2.11 1.19 0.43
H 2.50 1.89 -0.08
H 1.36 0.85 -0.04
O 0.77 -0.59 2.93
H 1.47 0.10 3.07
H 0.40 -0.38 2.06
```

Values from the calculation:
relative energy (zero: lowest compared OMol25 entry of this formula, charge and spin): 43.3 kcal/mol
electronic energy: -993.70426 Eh
lowest unoccupied orbital energy: -0.312 eV
E_HOMO: -10.184 eV



Entry 5:
Entry from the OMol25 dataset: C11H19N3OS as an isolated structure (wB97M-V/def2-TZVPD).

XYZ file:
```
35
Properties=species:S:1:pos:R:3
C -3.16 -3.29 0.18
C -3.55 -1.93 0.54
C -3.22 -0.77 -0.53
C -3.91 0.49 -0.21
C -3.42 0.98 0.96
C -2.00 1.38 1.18
C -1.62 2.41 0.27
C -0.84 1.97 -1.24
N 0.42 1.43 -0.86
C 0.79 0.04 -0.78
O -0.07 -0.59 -1.11
C 2.02 -0.12 -0.39
N 2.97 0.54 0.03
S 4.37 0.12 0.62
N 3.92 -1.51 0.11
C 2.63 -1.54 -0.10
H 2.26 -2.59 -0.46
H 1.14 1.97 -0.31
H -0.57 2.84 -1.94
H -1.43 1.19 -1.43
H -2.45 3.09 -0.33
H -0.97 3.36 0.73
H -1.39 0.67 1.01
H -1.76 1.87 2.31
H -4.00 2.26 1.03
H -3.59 0.52 1.94
H -5.04 0.24 -0.10
H -3.73 1.36 -1.05
H -2.38 -0.84 -0.52
H -3.77 -1.22 -1.39
H -3.22 -1.55 1.44
H -4.82 -1.99 0.58
H -2.10 -3.21 -0.07
H -3.73 -3.73 -0.84
H -3.43 -4.11 0.87
```

Values from the calculation:
relative energy (zero: lowest compared OMol25 entry of this formula, charge and spin): 284.4 kcal/mol
electronic energy: -1067.81794 Eh
lowest unoccupied orbital energy: -0.485 eV
E_HOMO: -8.699 eV



Entry 6:
Entry from the OMol25 dataset: one molecule with the formula C19H19ClN8 (wB97M-V/def2-TZVPD).

XYZ file:
```
47
Properties=species:S:1:pos:R:3
C -3.35 -0.54 5.39
C -2.23 0.32 6.00
C -0.86 -0.29 5.78
N -0.38 0.00 4.44
C -0.88 -0.46 3.23
C -0.06 0.02 2.23
C -0.21 -0.14 0.76
C -1.45 -0.56 0.27
N -1.63 -0.85 -1.05
C -0.62 -0.73 -1.92
C -0.88 -1.06 -3.32
C -1.99 -1.77 -3.77
N -2.00 -1.99 -5.14
C -0.89 -1.40 -5.54
C -0.31 -1.22 -6.88
C 0.86 -0.44 -7.01
Cl 1.49 -0.09 -8.63
C 1.45 0.13 -5.79
N 0.98 -0.09 -4.59
N -0.16 -0.85 -4.49
C 0.65 -0.28 -1.50
C 0.86 -0.02 -0.13
N 2.14 0.26 0.36
C 3.09 1.03 -0.42
C 2.63 2.47 -0.74
C 3.79 2.27 0.21
N 0.96 0.71 2.89
N 0.75 0.72 4.16
H -4.33 -0.13 5.72
H -3.35 -0.54 4.29
H -3.28 -1.58 5.79
H -2.26 1.33 5.53
H -2.47 0.42 7.08
H -0.90 -1.38 5.89
H -0.15 0.10 6.51
H -1.72 -1.11 3.07
H -2.27 -0.61 0.96
H -2.79 -2.14 -3.12
H -0.83 -1.64 -7.71
H 2.34 0.81 -5.87
H 1.50 -0.18 -2.18
H 2.17 0.41 1.37
H 3.63 0.49 -1.20
H 1.66 2.79 -0.32
H 2.82 2.80 -1.75
H 3.70 2.44 1.30
H 4.80 2.59 -0.19
```

Values from the calculation:
relative energy (zero: lowest compared OMol25 entry of this formula, charge and spin): 6.3 kcal/mol
structure (SMILES): CCCn1cc(-c2cnc(-c3cnc4cc(Cl)cnn34)cc2NC2CC2)nn1
electronic energy: -1633.58072 Eh
lowest unoccupied orbital energy: -0.198 eV
E_HOMO: -7.887 eV